[1]
The following is a quantum chemistry calculation of 4 unconnected molecules or ions with the total composition C17H49O10P3Si at a distorted geometry, from the Open Molecules 2025 dataset.

Last column: Löwdin charge in e.
Cartesian coordinates (Å):
P  -2.39  -0.37  -2.07  0.2975
P  -1.90  1.75  -2.06  0.5387
P  0.24  2.12  -1.58  0.4936
Si  5.01  0.35  -2.12  0.4953
O  2.69  3.59  5.81  -0.1894
O  -2.57  -0.96  -0.51  -0.2284
O  3.34  0.61  -1.95  -0.2416
O  3.00  1.99  3.37  -0.1981
O  -3.75  -0.51  -2.72  -0.3873
O  -1.32  -1.28  -2.95  -0.1902
O  -2.67  -0.92  4.57  -0.1896
O  -2.46  1.40  2.79  -0.1885
O  -5.99  -5.36  -3.83  -0.1939
O  -4.15  -3.83  -5.53  -0.1922
C  1.29  3.49  5.62  -0.1073
C  5.97  0.16  -0.49  -0.1654
C  -3.76  -0.10  4.19  -0.1998
C  2.98  1.47  -0.88  -0.3658
C  -7.05  -4.79  -4.58  -0.1132
C  5.88  1.74  -3.12  -0.1747
C  3.34  2.33  5.75  -0.2010
C  -3.80  -5.01  -4.83  -0.2112
C  5.34  -1.26  -3.11  -0.1671
C  -3.56  0.50  2.81  -0.1958
C  -1.28  0.82  2.27  -0.1081
C  -4.37  -2.72  -4.66  -0.1112
C  2.05  2.63  -1.32  -0.3897
C  3.98  2.09  4.40  -0.1994
C  -1.76  -0.26  5.44  -0.1129
C  -4.99  -5.94  -4.66  -0.2060
C  2.86  3.20  2.63  -0.1125
H  -3.27  -1.63  -0.55  0.0597
H  2.83  4.07  3.28  0.0881
H  2.06  3.38  -0.50  0.0587
H  2.65  1.52  6.00  0.1251
H  -4.98  -2.99  -3.79  0.0822
H  5.51  0.67  0.38  0.0196
H  -2.66  2.33  -0.99  -0.1069
H  -4.65  -6.85  -4.17  0.1216
H  1.92  3.14  2.08  0.0774
H  -0.83  -0.82  5.45  0.0889
H  -0.43  1.45  2.54  0.0803
H  3.69  3.29  1.92  0.0844
H  -3.35  -4.76  -3.86  0.1235
H  -0.15  3.47  -1.21  -0.0138
H  1.03  2.82  4.80  0.0746
H  2.49  3.11  -2.21  0.0836
H  6.95  0.65  -0.62  0.0371
H  -3.04  -5.52  -5.43  0.1221
H  -4.65  -0.74  4.16  0.1251
H  -3.42  -2.30  -4.33  0.0538
H  0.91  4.49  5.39  0.0910
H  3.85  1.95  -0.38  0.0851
H  -2.17  -0.23  6.45  0.0886
H  6.73  1.33  -3.69  0.0301
H  -7.62  -4.14  -3.91  0.0887
H  -1.35  0.78  1.17  0.0456
H  -4.91  -1.95  -5.23  0.0937
H  -1.55  0.76  5.10  0.0787
H  -3.42  -0.28  2.06  0.1126
H  -4.45  1.07  2.54  0.1268
H  -3.94  0.68  4.93  0.1254
H  4.51  1.13  4.42  0.1248
H  5.79  -1.04  -4.09  0.0244
H  4.71  2.87  4.16  0.1268
H  -1.11  -0.19  2.66  0.0916
H  4.46  -1.91  -3.19  0.0265
H  6.11  -0.89  -0.18  0.0323
H  -0.67  -1.71  -2.39  0.0626
H  -5.40  -6.21  -5.64  0.1239
H  0.31  1.08  -0.60  -0.0205
H  2.53  0.84  -0.09  0.1097
H  6.11  -1.84  -2.56  0.0260
H  4.13  2.34  6.51  0.1255
H  -6.69  -4.20  -5.42  0.0838
H  6.31  2.51  -2.46  0.0254
H  0.81  3.14  6.54  0.0894
H  5.21  2.18  -3.87  0.0308
H  -7.72  -5.59  -4.94  0.0863
H  0.54  1.82  -2.95  -0.0054

Calculated values
Highest occupied orbital energy   -8.44 eV
LUMO level   0.10 eV
Largest force on an atom   4.06 eV Å⁻¹
DFT total energy   -2742.9549 hartree


[2]
The following is a quantum chemistry calculation of a molecular structure, C17H51AsClN4O7P2Si3V, from the Open Molecules 2025 dataset.

Last column: Löwdin spin population.
Cartesian coordinates (Å):
As  1.69  1.19  -1.19  -0.0635
V  -0.55  0.93  -0.08  2.0054
Cl  -1.97  3.06  0.08  0.0049
P  -2.33  -1.52  -0.02  0.0037
P  -1.08  -0.70  2.51  0.0024
Si  1.23  2.26  -3.31  -0.0072
Si  3.10  2.52  0.26  -0.0019
Si  2.55  -1.01  -1.56  -0.0037
O  -1.81  2.19  -1.15  -0.0023
O  -2.41  4.34  -0.24  0.0008
O  -0.21  0.26  1.69  0.0146
O  -2.81  2.32  0.97  0.0080
O  -1.12  -0.87  -0.69  0.0296
O  -0.58  3.03  0.61  0.0162
O  -2.30  -1.19  1.57  0.0015
N  -1.68  0.06  3.78  -0.0002
N  -0.28  -2.07  2.84  0.0003
N  -2.26  -3.11  -0.22  0.0000
N  -3.73  -0.83  -0.44  0.0005
C  4.86  2.10  -0.16  -0.0020
C  2.64  1.98  1.98  -0.0001
C  1.46  -1.81  -2.85  0.0005
C  -0.19  1.31  -4.05  0.0003
C  4.30  -0.88  -2.16  -0.0033
C  -0.89  -3.40  2.98  0.0000
C  -4.87  -0.52  0.43  0.0002
C  -1.21  -3.80  -0.97  0.0002
C  2.70  4.30  -0.06  0.0010
C  2.42  -1.87  0.09  0.0004
C  -1.63  1.51  3.99  0.0000
C  -3.45  -3.91  0.08  -0.0001
C  0.76  4.03  -2.98  0.0001
C  2.80  2.09  -4.28  -0.0052
C  -2.39  -0.71  4.81  -0.0001
C  -4.07  -0.91  -1.87  0.0000
C  0.98  -1.91  3.57  0.0001
H  1.63  4.50  -0.03  0.0000
H  -1.56  -4.08  -1.97  0.0000
H  2.97  1.07  -4.61  0.0000
H  -0.93  -4.71  -0.44  0.0000
H  1.72  -1.45  -3.85  0.0000
H  -1.13  1.71  4.94  0.0000
H  -1.88  -0.61  5.77  0.0000
H  -2.45  -1.76  4.55  0.0000
H  0.11  0.33  -4.41  0.0000
H  -4.54  -0.37  1.45  0.0000
H  -5.32  0.41  0.08  0.0000
H  1.64  -2.89  -2.84  0.0002
H  -3.41  -0.33  4.92  0.0000
H  1.40  -1.84  0.48  0.0001
H  2.72  -2.91  -0.02  0.0001
H  -2.64  1.92  4.03  0.0000
H  -4.14  -3.35  0.71  0.0000
H  3.67  2.42  -3.70  -0.0002
H  -0.59  1.87  -4.90  0.0001
H  5.14  1.11  0.19  0.0000
H  1.41  -0.93  3.39  0.0000
H  1.64  4.65  -2.80  0.0000
H  5.51  2.82  0.35  -0.0003
H  -3.15  -4.81  0.62  -0.0001
H  -3.97  -4.20  -0.84  0.0000
H  3.17  4.90  0.72  0.0002
H  0.08  4.14  -2.14  0.0000
H  4.64  -1.87  -2.47  -0.0005
H  -1.08  -3.63  4.03  0.0000
H  4.38  -0.22  -3.02  -0.0001
H  -1.08  1.99  3.19  0.0000
H  3.10  4.64  -1.02  0.0000
H  -5.62  -1.31  0.39  0.0000
H  0.40  -1.63  -2.67  -0.0001
H  1.57  2.11  2.17  0.0003
H  0.84  -2.04  4.65  0.0000
H  -1.82  -3.45  2.42  0.0000
H  -3.18  -1.09  -2.47  0.0000
H  5.06  2.18  -1.23  -0.0001
H  0.25  4.41  -3.87  0.0000
H  4.98  -0.52  -1.39  0.0000
H  2.74  2.72  -5.17  -0.0008
H  3.09  -1.41  0.82  0.0000
H  -0.20  -4.14  2.58  0.0000
H  2.90  0.94  2.16  0.0000
H  -1.01  1.18  -3.34  0.0000
H  3.19  2.59  2.70  0.0000
H  -4.79  -1.71  -2.06  0.0000
H  -4.50  0.04  -2.19  0.0000
H  1.69  -2.66  3.22  0.0000
H  -0.33  -3.17  -1.07  0.0001

Calculated values
Highest occupied orbital energy (alpha / beta)   -14.71 / -14.73 eV
LUMO level (alpha / beta)   -6.53 / -5.53 eV
Largest force on an atom   0.68 eV Å⁻¹
2S+1   3
Relative energy (zero: lowest compared OMol25 entry of this formula, charge and spin)   0.000 eV
DFT total energy   -6614.8128 hartree
⟨S²⟩   2.040
Net charge   +2


- Which of these has the highest DFT total energy?
  C17H49O10P3Si